# 1
The following is a quantum chemistry calculation of a cluster of 2 separate species, C5H7NO2 in total in a non-equilibrium geometry, from OMol25.

E_tot ... -399.877081 hartree
Kohn-Sham gap ... 9.22 eV
Energy relative to the best compared isomer or geometry (same formula, charge and spin) ... 232.3 kJ/mol
SMILES ... C=C=C(C)O.N=C=O
Lowest unoccupied orbital energy ... 0.656 eV

Element x y z (Å)
C  -0.2020  -2.1289  -1.4754
C  0.1227  -1.0001  -0.9379
C  0.5562  0.1118  -0.3874
C  1.3432  0.0536  0.9113
O  0.4422  1.3150  -1.0362
H  -1.2411  -2.4841  -1.4365
H  0.5009  -2.7393  -2.0198
H  0.7743  0.5104  1.7180
H  1.5139  -0.9828  1.2107
H  2.2747  0.6069  0.8207
H  0.7905  2.0494  -0.4098
N  -1.5437  1.8711  0.7305
C  -1.7124  0.6877  0.9157
O  -1.8657  -0.3376  1.4418
H  -1.7538  2.4668  -0.0455

The computed natural (NBO) charges, all in e, follow: -0.435 -0.017 0.222 -0.657 -0.682 0.211 0.211 0.217 0.241 0.216 0.483 -0.792 0.863 -0.508 0.427

---

# 2
The following is a quantum chemistry calculation of a cluster of 2 separate species, C2H5IN2 in total in a non-equilibrium geometry, from OMol25.

E_tot ... -486.267600 hartree
Kohn-Sham gap ... 9.44 eV
Energy relative to the best compared isomer or geometry (same formula, charge and spin) ... 235.1 kJ/mol
Lowest unoccupied orbital energy ... 0.463 eV

Element x y z (Å)
C  0.4471  -1.4958  -0.9590
C  -0.9396  1.4415  -0.0057
N  1.7413  -0.6645  0.9075
N  1.0977  -1.2453  0.0204
I  -2.5835  0.0851  -0.0531
H  -0.8406  1.7304  -0.9793
H  -0.3656  -2.1389  -1.2731
H  -1.1540  2.2174  0.5783
H  0.0150  0.9862  0.3882
H  2.5822  -0.9161  1.3759

The computed natural (NBO) charges, all in e, follow: -0.055 -0.701 -0.568 -0.003 0.045 0.209 0.244 0.203 0.243 0.384

---

# 3
The following is a quantum chemistry calculation of the molecule C5H5BrClPS in a non-equilibrium geometry, from OMol25.

E_tot ... -3967.223462 hartree
Kohn-Sham gap ... 8.52 eV
Energy relative to the best compared isomer or geometry (same formula, charge and spin) ... 0.0 kJ/mol
SMILES ... CCc1pc(Cl)sc1Br
Lowest unoccupied orbital energy ... -0.186 eV

Element x y z (Å)
C  1.9843  -0.0797  0.5950
C  1.1255  0.3016  -0.6604
C  -0.3568  0.0229  -0.4834
P  -0.8705  -1.6372  -0.4161
C  -2.4542  -1.2051  0.1720
Cl  -3.7890  -2.2927  0.3194
S  -2.8482  0.4867  0.2135
C  -1.2381  0.9751  -0.1515
Br  -0.8250  2.8106  0.0203
H  1.4811  0.1071  1.4383
H  2.8116  0.4959  0.6417
H  2.2389  -1.0830  0.7002
H  1.4175  -0.1910  -1.4839
H  1.3230  1.2889  -0.9050

The computed natural (NBO) charges, all in e, follow: -0.589 -0.414 -0.413 0.673 -0.671 0.054 0.518 -0.303 0.096 0.205 0.208 0.207 0.210 0.219

---

# 4
The following is a quantum chemistry calculation of a cluster of 3 separate species, C35H67F3N5O12S in total in a non-equilibrium geometry, from OMol25.

E_tot ... -3247.858075 hartree
Kohn-Sham gap ... 5.59 eV
Charge ... +1
Lowest unoccupied orbital energy ... -4.217 eV

Element x y z (Å)
C  1.4606  -6.6249  2.4537
C  2.6911  -6.3542  1.6067
O  2.3080  -6.0903  0.2622
C  3.0781  -5.1176  -0.3928
C  2.2139  -4.0934  -1.1591
O  0.8331  -4.4748  -1.2973
C  0.0902  -4.1942  -0.2606
O  0.4747  -3.8063  0.7948
C  -1.4092  -4.2681  -0.4315
C  -2.0308  -3.0032  -0.4837
C  -1.2178  -1.7390  -0.4711
C  -1.0920  -1.1133  0.9561
N  0.3157  -0.8756  1.2381
C  0.6206  -0.4079  2.6386
C  -0.5799  -0.1058  3.5152
C  0.9009  0.0765  0.3509
C  0.0833  1.2063  -0.2240
O  2.0621  -0.0179  0.0756
C  -3.4223  -2.9702  -0.5517
C  -4.2029  -1.6786  -0.5413
O  -4.6332  -1.4857  0.7907
C  -6.0368  -1.2664  0.9676
C  -6.5065  -1.9298  2.2623
N  -4.1323  -4.1273  -0.5716
N  -5.5335  -3.9773  -0.6155
C  -3.5586  -5.3619  -0.5305
C  -4.4948  -6.5342  -0.5127
C  -4.9205  -6.9402  -1.9432
C  -6.2009  -7.7861  -1.9289
S  -6.0959  -9.2668  -0.9394
O  -6.2447  -8.9359  0.4471
O  -7.0206  -10.1970  -1.4817
O  -4.6123  -9.7393  -1.1888
C  -2.1551  -5.4583  -0.4782
C  -1.4839  -6.8259  -0.3983
F  -2.1413  -7.7607  -1.1096
F  -0.2520  -6.8272  -0.8352
F  -1.5024  -7.2331  0.8817
H  1.0412  -7.6076  2.2686
H  1.7613  -6.6046  3.5002
H  0.7395  -5.8244  2.3259
H  3.3069  -7.2529  1.6315
H  3.2246  -5.5179  2.0521
H  3.7285  -4.5622  0.2806
H  3.7289  -5.6131  -1.1140
H  2.3152  -3.0948  -0.7467
H  2.5862  -4.0405  -2.1751
H  -0.2351  -1.9303  -0.8855
H  -1.6690  -1.0185  -1.1405
H  -1.6920  -0.2031  0.9482
H  -1.5071  -1.8312  1.6496
H  1.1858  0.5157  2.5510
H  1.2880  -1.1230  3.1079
H  -1.2357  0.6550  3.1043
H  -0.2081  0.2389  4.4768
H  -1.1618  -1.0009  3.7198
H  -0.5105  0.9089  -1.0842
H  0.7797  1.9651  -0.5550
H  -0.5726  1.6362  0.5316
H  -5.0199  -1.7258  -1.2524
H  -3.5485  -0.8600  -0.8062
H  -6.6212  -1.6598  0.1433
H  -6.1900  -0.1954  1.0700
H  -6.9713  -1.2104  2.9266
H  -5.6769  -2.3756  2.8033
H  -7.2548  -2.6926  2.0668
H  -5.8988  -4.4553  -1.4279
H  -5.9341  -4.3527  0.2351
H  -4.0329  -7.3648  -0.0117
H  -5.3966  -6.3181  0.0493
H  -4.1233  -7.4725  -2.4458
H  -5.1407  -6.0563  -2.5415
H  -6.5301  -8.0509  -2.9258
H  -6.9767  -7.1897  -1.4538
H  -4.1375  -9.7621  -0.3446
C  2.3000  7.4384  1.4788
O  3.1501  7.1260  2.5664
C  2.5940  7.3936  3.8479
C  2.3072  6.1020  4.5820
N  1.1960  5.3845  3.9667
C  1.0103  4.0219  4.4514
C  2.1254  3.0122  4.1968
O  2.3119  2.6854  2.8294
C  3.1543  3.5655  2.1011
H  2.8843  7.3371  0.5658
H  1.4501  6.7493  1.4207
H  1.9327  8.4663  1.5457
H  1.6969  8.0140  3.7715
H  3.3424  7.9566  4.4119
H  2.0541  6.3254  5.6223
H  3.2339  5.5128  4.5783
H  1.3443  5.3490  2.9671
H  0.1034  3.6350  3.9769
H  0.8116  4.0589  5.5271
H  1.8305  2.0783  4.6856
H  3.0765  3.3086  4.6520
H  3.9382  3.9933  2.7288
H  2.5825  4.3678  1.6269
H  3.6219  2.9842  1.3053
C  3.5630  4.9507  -2.0570
O  3.2582  6.3297  -2.1369
C  4.4072  7.1746  -2.0969
C  4.6375  7.8432  -3.4346
N  5.0843  6.8845  -4.4371
C  5.1073  7.4012  -5.8036
C  3.7854  7.8234  -6.4365
O  2.8866  6.7560  -6.6772
C  2.0620  6.3951  -5.5870
H  2.6220  4.4151  -1.9342
H  4.0525  4.5847  -2.9654
H  4.2011  4.7350  -1.1944
H  5.2952  6.6283  -1.7683
H  4.2007  7.9509  -1.3543
H  5.4013  8.6173  -3.3181
H  3.6981  8.3345  -3.7224
H  4.4763  6.0770  -4.4116
H  5.5372  6.6183  -6.4327
H  5.7974  8.2497  -5.8408
H  4.0193  8.2377  -7.4203
H  3.2879  8.6235  -5.8755
H  1.8169  7.2542  -4.9575
H  2.5220  5.6131  -4.9753
H  1.1358  5.9890  -5.9953

These are the Löwdin partial charges, in e, on atoms 1 to 99: -0.067 -0.245 -0.144 -0.166 -0.077 0.061 -0.501 0.188 0.079 -0.043 -0.085 -0.165 -0.066 -0.174 -0.078 -0.504 0.024 0.118 -0.035 -0.129 -0.122 -0.245 -0.060 0.011 0.159 -0.053 -0.115 -0.182 -0.206 0.578 -0.270 -0.239 -0.131 0.078 -0.569 0.148 0.219 0.171 0.073 0.080 0.058 0.122 0.118 0.126 0.125 0.126 0.130 0.125 0.104 0.110 0.126 0.092 0.121 0.074 0.077 0.070 0.081 0.086 0.089 0.128 0.119 0.101 0.120 0.075 0.079 0.067 0.114 0.127 0.102 0.116 0.113 0.113 0.116 0.111 0.108 -0.102 -0.192 -0.213 -0.212 -0.049 -0.201 -0.220 -0.205 -0.085 0.071 0.080 0.092 0.124 0.123 0.125 0.107 0.066 0.114 0.120 0.112 0.115 0.093 0.070 0.088

---

# 5
The following is a quantum chemistry calculation of a structure of composition C20H43N2OP2Pt in a non-equilibrium geometry, from OMol25.

E_tot ... -1773.371029 hartree
<S²> ... 6.015
Kohn-Sham gap (alpha / beta) ... 8.32 / 4.64 eV
Charge ... +3
2S+1 ... 5
Lowest unoccupied orbital energy (alpha / beta) ... -9.530 / -14.720 eV

Element x y z (Å)
Pt  1.4493  -0.0182  -0.3766
P  0.4564  -1.8321  -1.5391
P  0.5558  2.1285  0.3036
N  1.4535  0.8807  -2.1770
C  1.2182  -1.4092  -3.1827
H  2.2187  -1.8603  -3.1593
H  0.6791  -1.8921  -4.0162
C  1.3916  0.0877  -3.3878
H  2.3781  0.2693  -3.9522
H  0.6606  0.4961  -4.1595
C  1.4779  2.3175  -2.3558
H  0.6909  2.6806  -3.0623
H  2.4323  2.5494  -2.9828
C  1.5461  3.0659  -1.0255
H  1.2883  4.1240  -1.1632
H  2.5900  2.9589  -0.7004
C  1.1804  3.0530  1.8188
C  2.2702  2.2318  2.5033
H  3.1431  2.1162  1.8522
H  1.8905  1.2376  2.7856
H  2.6162  2.7812  3.3896
C  -1.1050  2.9788  -0.1009
C  -2.2789  2.4223  0.6941
H  -3.2291  2.7219  0.2103
H  -2.2394  2.8281  1.7108
H  -2.2333  1.3278  0.7548
C  -1.3259  -2.2425  -1.9405
C  -2.0612  -2.8847  -0.7614
H  -3.1355  -2.8953  -0.9928
H  -1.9259  -2.3156  0.1677
H  -1.7766  -3.9430  -0.6318
C  1.3302  -3.3373  -0.9642
C  0.9857  -3.6747  0.4903
H  1.7259  -4.4079  0.8358
H  0.0038  -4.1566  0.5800
H  1.0184  -2.8077  1.1605
C  2.3879  -0.7050  1.0440
O  3.1853  -1.1656  1.8191
C  -1.0816  4.5321  -0.0959
H  -0.1482  4.9313  0.3124
H  -1.1972  4.9394  -1.1166
H  -1.9016  4.9118  0.5322
C  -1.5328  -3.0968  -3.2060
H  -2.5988  -3.3754  -3.2750
H  -1.2809  -2.5274  -4.1078
H  -0.9156  -4.0076  -3.2080
C  1.1758  -4.5642  -1.8697
H  1.8990  -5.3050  -1.5100
H  0.1843  -5.0328  -1.7744
H  1.4289  -4.3623  -2.9202
C  0.0984  3.4605  2.8262
H  -0.4743  2.5890  3.1641
H  0.6057  3.8750  3.7109
H  -0.5934  4.2277  2.4535
H  1.6254  3.9802  1.4201
H  2.3825  -3.0120  -1.0049
H  -1.2875  2.6776  -1.1356
H  -1.7543  -1.2383  -2.1079
H  -2.0608  0.9462  -2.0497
H  -1.8376  1.3049  -2.8794
C  -2.3724  -1.5048  4.5954
C  -0.9491  -0.9208  4.5386
C  -0.5434  -0.3743  3.2248
N  -0.3996  0.0511  2.1541
H  -3.1122  -0.7497  4.3238
H  -2.6871  -1.9052  5.5687
H  -2.4547  -2.3224  3.8778
H  -0.9001  -0.1222  5.2880
H  -0.2305  -1.7151  4.7815

The computed natural (NBO) charges, all in e, follow: 0.852 1.138 1.099 -0.319 -0.762 0.272 0.308 -0.314 0.302 0.285 -0.315 0.280 0.305 -0.737 0.304 0.251 -0.494 -0.628 0.216 0.202 0.271 -0.488 -0.630 0.258 0.230 0.213 -0.504 -0.626 0.263 0.216 0.228 -0.532 -0.621 0.265 0.243 0.192 0.502 -0.304 -0.630 0.215 0.251 0.263 -0.619 0.275 0.220 0.234 -0.618 0.274 0.236 0.233 -0.630 0.221 0.266 0.238 0.273 0.242 0.241 0.250 -0.027 0.030 -0.594 -0.540 0.487 -0.491 0.229 0.270 0.217 0.288 0.281

---

# 6
The following is a quantum chemistry calculation of the molecule C10H8 in a non-equilibrium geometry, from OMol25.

E_tot ... -385.629778 hartree
Kohn-Sham gap (alpha / beta) ... 7.33 / 8.03 eV
Energy relative to the best compared isomer or geometry (same formula, charge and spin) ... 413.0 kJ/mol
Lowest unoccupied orbital energy (alpha / beta) ... -0.121 / -0.491 eV

Element x y z (Å)
C  0.8202  -2.2234  1.0658
C  -0.0867  -1.5800  1.9222
C  1.3272  -1.5527  0.0188
C  -0.6044  -0.3420  1.5525
C  1.3052  0.4646  -1.5929
C  0.8282  -0.3086  -0.3624
C  -0.2458  0.2842  0.3262
C  -0.9847  1.3659  -0.0417
C  -2.0750  2.0599  -0.1199
C  0.8136  1.5035  -2.2177
H  1.2484  -3.1073  1.3053
H  -0.4556  -2.0472  2.9052
H  2.2346  -1.8813  -0.5840
H  -1.2398  0.2227  2.2534
H  2.1136  -0.1101  -2.0530
H  -2.2184  3.0646  -0.5559
H  -3.0605  1.5814  0.1291
H  0.1497  2.3230  -2.1480

The computed natural (NBO) charges, all in e, follow: -0.197 -0.215 -0.208 -0.162 -0.345 0.002 -0.182 0.154 -0.488 -0.068 0.210 0.225 0.218 0.217 0.214 0.223 0.206 0.196

---

# 7
The following is a quantum chemistry calculation of the molecule C4H6O2, from OMol25.

E_tot ... -306.355861 hartree
Kohn-Sham gap ... 9.54 eV
Energy relative to the best compared isomer or geometry (same formula, charge and spin) ... 395.0 kJ/mol
Lowest unoccupied orbital energy ... 0.767 eV

Element x y z (Å)
O  -0.8933  1.6375  0.8073
C  0.3993  1.4164  0.6729
C  0.5817  0.2781  -0.2913
C  0.8109  -1.0387  0.4961
O  -0.3493  -1.6402  -0.0807
C  -0.5983  -0.4931  -0.9083
H  -1.0000  2.3384  1.4679
H  1.3979  0.5256  -0.9756
H  1.7334  -1.5748  0.2445
H  0.7340  -0.9492  1.5875
H  -1.5914  -0.0683  -0.7310
H  -0.4796  -0.7263  -1.9736

The computed natural (NBO) charges, all in e, follow: -0.657 0.268 -0.442 -0.028 -0.532 -0.066 0.503 0.233 0.180 0.179 0.187 0.175

---

# 8
The following is a quantum chemistry calculation of a cluster of 2 separate species, C4H11FN3 in total in a non-equilibrium geometry, from OMol25.

E_tot ... -422.865035 hartree
Kohn-Sham gap ... 8.57 eV
Energy relative to the best compared isomer or geometry (same formula, charge and spin) ... 144.1 kJ/mol
Charge ... +1
Lowest unoccupied orbital energy ... -3.439 eV

Element x y z (Å)
C  -1.2722  0.8107  0.4609
C  -2.2564  -1.2926  -0.3177
C  1.9960  -0.4466  -0.2124
C  -1.4228  -0.1633  -0.4235
N  -0.2410  1.7220  0.3214
N  2.1077  0.7053  -0.7581
N  1.4040  -0.8286  0.9619
F  -0.4231  -0.2519  -1.4155
H  -1.9649  0.8787  1.3568
H  -1.6387  -2.1716  -0.0110
H  -2.9852  -1.1714  0.5957
H  -2.6956  -1.6989  -1.2182
H  2.5551  -1.2437  -0.6520
H  -0.1104  2.4764  1.0748
H  1.6431  1.5135  -0.4150
H  2.4891  0.7962  -1.6409
H  -0.2692  2.0974  -0.6201
H  1.2916  -0.0499  1.5053
H  1.7928  -1.6818  1.4077

The computed natural (NBO) charges, all in e, follow: -0.110 -0.685 0.432 0.345 -0.902 -0.661 -0.717 -0.383 0.229 0.226 0.253 0.252 0.215 0.412 0.436 0.426 0.394 0.402 0.436

---

Please write out number 3 again, unchanged.
The following is a quantum chemistry calculation of the molecule C5H5BrClPS in a non-equilibrium geometry, from OMol25.

E_tot ... -3967.223462 hartree
Kohn-Sham gap ... 8.52 eV
Energy relative to the best compared isomer or geometry (same formula, charge and spin) ... 0.0 kJ/mol
SMILES ... CCc1pc(Cl)sc1Br
Lowest unoccupied orbital energy ... -0.186 eV

Element x y z (Å)
C  1.9843  -0.0797  0.5950
C  1.1255  0.3016  -0.6604
C  -0.3568  0.0229  -0.4834
P  -0.8705  -1.6372  -0.4161
C  -2.4542  -1.2051  0.1720
Cl  -3.7890  -2.2927  0.3194
S  -2.8482  0.4867  0.2135
C  -1.2381  0.9751  -0.1515
Br  -0.8250  2.8106  0.0203
H  1.4811  0.1071  1.4383
H  2.8116  0.4959  0.6417
H  2.2389  -1.0830  0.7002
H  1.4175  -0.1910  -1.4839
H  1.3230  1.2889  -0.9050

The computed natural (NBO) charges, all in e, follow: -0.589 -0.414 -0.413 0.673 -0.671 0.054 0.518 -0.303 0.096 0.205 0.208 0.207 0.210 0.219